No. 1
Formula: C33H36N5O4
Source: the Open Molecules 2025 dataset
Level of theory: wB97M-V/def2-TZVPD

Computed properties:
HOMO-LUMO gap ... 7.10 eV
Net charge ... +1
LUMO energy ... -3.3849 eV
Multiplicity ... 1
SMILES string ... COc1ccc(-n2cc[n+](C)c2[C@H](/C=C/N2[C@H](Cc3ccccc3)C(=O)N(C)C2(C)C)c2cccc([N+](=O)[O-])c2)cc1

Structure (XYZ):
```
78
C33H36N5O4 (wB97M-V/def2-TZVPD)
C -1.2826 -0.4085 0.0973
C -2.1217 -1.6681 0.1472
C 0.0920 -0.7727 -0.5084
C -2.6492 0.7761 4.5144
C -4.9330 1.0466 2.9164
H 4.1991 -0.0408 0.1487
C 3.5038 1.8070 -0.7419
H 3.4417 -3.1271 -1.4229
H 1.6722 0.1108 -3.6144
C 5.5780 2.3602 0.5620
H -4.1982 2.4735 -1.8995
C 1.5702 -0.9484 -3.3437
C 4.7726 2.5964 -0.5587
H 4.6055 -2.6155 -3.8502
H 4.4916 3.7322 -2.3661
N -3.4690 -4.3158 -2.1074
C -3.3086 -3.4807 -0.9712
C -5.0986 0.7138 4.2628
H -2.8006 -1.3136 2.1746
O 5.8032 0.2456 -2.1357
C -4.4342 1.6774 0.1392
H -6.1089 0.5676 4.6886
C 3.7294 0.2961 -0.7883
C 4.6706 -0.1140 -1.9551
H -5.1314 -4.1634 -0.0925
H -1.4853 -2.6467 -1.7109
H -2.0179 1.3649 -3.0193
O -3.9588 -0.1084 6.2769
N 2.5104 -0.4614 -1.0620
H -1.5361 1.3448 2.7946
H 3.8798 -1.3175 -4.8050
H 1.6531 -3.0852 -1.4282
H 2.7986 2.0114 0.0707
C 6.7885 3.0455 0.7087
C 1.3833 -0.3168 -0.2602
H -1.0625 0.2021 1.0337
C -3.6460 1.0193 2.3314
H -5.3663 2.1311 0.5322
C -2.9944 -1.8653 1.2486
H 2.5440 -3.3504 -2.9493
O -4.5060 -5.0160 -2.1814
H -1.5721 2.7290 -2.0214
H -5.8891 0.3563 6.9174
H 8.1230 4.5013 -0.1684
H 1.5834 0.3079 0.6147
H 7.4344 2.8381 1.5698
H -4.8290 -2.7497 1.9792
C 5.1400 3.5543 -1.5064
C 2.5535 -2.8187 -1.9891
H 1.7571 -1.5710 -4.2236
H 5.2682 1.6159 1.3031
N 3.9401 -0.9710 -2.7509
C 6.3506 4.2371 -1.3759
N -2.5990 1.2642 -1.0590
C 2.5999 -1.3062 -2.2746
H -1.8079 0.6155 5.1776
C -2.3978 0.6156 0.0839
H 2.9970 2.1123 -1.6710
C -5.1814 -0.4726 6.9020
C -4.0976 -2.7028 1.1715
H -0.6657 1.2156 -1.8706
N -3.5061 0.9380 0.9211
H 0.1602 -1.7092 -1.0904
O -2.5757 -4.3359 -2.9914
H -5.8199 1.2713 2.3227
H 0.5556 -1.1387 -2.9839
H -5.6399 -1.3306 6.4048
C 7.1721 3.9787 -0.2678
H -4.8769 -0.7367 7.9162
C 4.5145 -1.5335 -3.9500
C -3.8700 1.8634 -1.0553
C -2.5178 1.0714 3.1775
C -2.1842 -2.6089 -0.8821
H 5.4964 -1.0906 -4.1124
C -3.9314 0.4851 5.0583
H 6.6579 4.9598 -2.1411
C -4.2857 -3.4943 0.0338
C -1.6351 1.6534 -2.0438
```

No. 2
Formula: C33H36N9OP2Pd
Source: the Open Molecules 2025 dataset
Level of theory: wB97M-V/def2-TZVPD

Computed properties:
Relative energy (zero: lowest compared OMol25 entry of this formula, charge and spin) ... 116.0 kJ/mol
HOMO-LUMO gap ... 4.73 eV
Net charge ... -1
LUMO energy ... 1.8386 eV
Multiplicity ... 1

Structure (XYZ):
```
82
C33H36N9OP2Pd (wB97M-V/def2-TZVPD)
H -1.6513 3.1669 1.8759
H 3.4364 3.7273 -4.9757
H 0.6864 1.8349 2.4479
H 2.0910 -4.3340 0.0454
H -3.7890 -5.5722 -1.4722
N -1.6525 4.0898 -0.0052
H -3.2659 -0.3182 -2.4314
H 2.7767 1.3964 1.0489
C 1.6917 -4.1536 2.1487
C 3.3459 2.4585 -2.6029
C 1.4898 -3.8403 0.8020
H -4.4664 1.9590 0.6187
H -5.9266 1.0394 0.1738
N 1.5583 3.4522 3.5588
H -1.4740 5.3719 -2.1007
C -4.5577 -2.8274 -1.0785
H 1.6055 5.0698 -5.9890
H -2.0236 -5.5181 -1.6717
C -4.9557 0.9848 0.6760
H -6.0277 -1.3301 -0.5145
H -0.5971 -2.0802 3.5118
C 2.5140 3.9059 -4.4401
C 0.0966 4.2456 -3.0681
N 4.4235 2.0035 -3.1373
N 4.9310 1.0591 -2.2517
Pd -1.8751 -0.9888 0.6956
H -5.1746 -2.0664 0.8483
C 5.0150 -1.7424 1.0919
C 2.3438 3.3653 -3.1706
H -3.0470 -3.4193 1.6258
H -4.9537 0.2236 -2.2299
H 2.9921 4.1997 4.9691
H -0.5390 5.3233 -4.8098
N 3.5033 -5.8635 2.8418
C 0.5327 -2.9024 0.4514
C 1.4830 4.6417 -5.0022
H 5.6049 -1.1532 -0.8966
P -2.7931 -3.3666 -0.7972
N -1.3214 3.5505 -1.1999
C -0.0254 -2.5643 2.7261
H -3.8944 -4.8075 0.8580
H 1.0535 3.1512 -1.4829
C 4.1356 1.0365 -1.2374
H -3.0607 -4.7132 -2.8492
H 1.0651 -3.7445 4.1613
N 2.3963 1.4421 3.6435
C 2.6617 0.0328 3.4639
C -0.2820 -2.2132 1.3818
C -0.9923 2.2568 -1.0296
H 4.2640 -2.0634 3.0742
H -0.6862 1.6094 -1.8371
C -1.2574 4.3468 -2.3986
C -2.9996 -4.1767 0.8447
H 5.6367 -2.6280 1.1075
C 2.6955 -5.1021 2.5309
H -2.0321 4.0287 -3.1003
N -1.0541 1.9243 0.2325
C 1.1549 3.5694 -2.4738
H 0.3890 -2.7092 -0.6084
C 0.2788 4.7933 -4.3333
C 2.6140 3.3640 4.4025
C 3.4424 -0.2856 2.2087
H 3.2573 -0.2534 4.3286
C -1.4848 3.0746 0.8173
H -4.6264 -2.5137 -2.1254
C -2.9469 -4.9470 -1.7881
C 0.9153 -3.5069 3.1139
C 5.0038 -0.9267 -0.0268
N 3.1544 2.1702 4.4953
C 1.4488 2.2155 3.1069
C 3.3975 0.5106 1.0711
H -2.1208 -4.7945 1.0409
C 4.1807 0.1958 -0.0378
H -3.6081 1.3256 -1.8739
C 4.2417 -1.4241 2.1979
H 1.7198 -0.5215 3.4963
O 3.0976 1.9035 -1.3884
H -5.1081 0.7521 1.7305
C -3.9393 0.2859 -1.8223
H -5.2083 -3.7018 -0.9657
P -3.8576 -0.2900 -0.0692
C -5.0506 -1.6946 -0.1724
```

What did the first record say?
Formula: C33H36N5O4
Source: the Open Molecules 2025 dataset
Level of theory: wB97M-V/def2-TZVPD

Computed properties:
HOMO-LUMO gap ... 7.10 eV
Net charge ... +1
LUMO energy ... -3.3849 eV
Multiplicity ... 1
SMILES string ... COc1ccc(-n2cc[n+](C)c2[C@H](/C=C/N2[C@H](Cc3ccccc3)C(=O)N(C)C2(C)C)c2cccc([N+](=O)[O-])c2)cc1

Structure (XYZ):
```
78
C33H36N5O4 (wB97M-V/def2-TZVPD)
C -1.2826 -0.4085 0.0973
C -2.1217 -1.6681 0.1472
C 0.0920 -0.7727 -0.5084
C -2.6492 0.7761 4.5144
C -4.9330 1.0466 2.9164
H 4.1991 -0.0408 0.1487
C 3.5038 1.8070 -0.7419
H 3.4417 -3.1271 -1.4229
H 1.6722 0.1108 -3.6144
C 5.5780 2.3602 0.5620
H -4.1982 2.4735 -1.8995
C 1.5702 -0.9484 -3.3437
C 4.7726 2.5964 -0.5587
H 4.6055 -2.6155 -3.8502
H 4.4916 3.7322 -2.3661
N -3.4690 -4.3158 -2.1074
C -3.3086 -3.4807 -0.9712
C -5.0986 0.7138 4.2628
H -2.8006 -1.3136 2.1746
O 5.8032 0.2456 -2.1357
C -4.4342 1.6774 0.1392
H -6.1089 0.5676 4.6886
C 3.7294 0.2961 -0.7883
C 4.6706 -0.1140 -1.9551
H -5.1314 -4.1634 -0.0925
H -1.4853 -2.6467 -1.7109
H -2.0179 1.3649 -3.0193
O -3.9588 -0.1084 6.2769
N 2.5104 -0.4614 -1.0620
H -1.5361 1.3448 2.7946
H 3.8798 -1.3175 -4.8050
H 1.6531 -3.0852 -1.4282
H 2.7986 2.0114 0.0707
C 6.7885 3.0455 0.7087
C 1.3833 -0.3168 -0.2602
H -1.0625 0.2021 1.0337
C -3.6460 1.0193 2.3314
H -5.3663 2.1311 0.5322
C -2.9944 -1.8653 1.2486
H 2.5440 -3.3504 -2.9493
O -4.5060 -5.0160 -2.1814
H -1.5721 2.7290 -2.0214
H -5.8891 0.3563 6.9174
H 8.1230 4.5013 -0.1684
H 1.5834 0.3079 0.6147
H 7.4344 2.8381 1.5698
H -4.8290 -2.7497 1.9792
C 5.1400 3.5543 -1.5064
C 2.5535 -2.8187 -1.9891
H 1.7571 -1.5710 -4.2236
H 5.2682 1.6159 1.3031
N 3.9401 -0.9710 -2.7509
C 6.3506 4.2371 -1.3759
N -2.5990 1.2642 -1.0590
C 2.5999 -1.3062 -2.2746
H -1.8079 0.6155 5.1776
C -2.3978 0.6156 0.0839
H 2.9970 2.1123 -1.6710
C -5.1814 -0.4726 6.9020
C -4.0976 -2.7028 1.1715
H -0.6657 1.2156 -1.8706
N -3.5061 0.9380 0.9211
H 0.1602 -1.7092 -1.0904
O -2.5757 -4.3359 -2.9914
H -5.8199 1.2713 2.3227
H 0.5556 -1.1387 -2.9839
H -5.6399 -1.3306 6.4048
C 7.1721 3.9787 -0.2678
H -4.8769 -0.7367 7.9162
C 4.5145 -1.5335 -3.9500
C -3.8700 1.8634 -1.0553
C -2.5178 1.0714 3.1775
C -2.1842 -2.6089 -0.8821
H 5.4964 -1.0906 -4.1124
C -3.9314 0.4851 5.0583
H 6.6579 4.9598 -2.1411
C -4.2857 -3.4943 0.0338
C -1.6351 1.6534 -2.0438
```

- multiplicity of number 1 (C33H36N5O4)?
  1

- Which value of multiplicity does entry 1 give?
  1